{
  "formula": "C52H86I2NO2PS2",
  "method": "ωB97M-V with the def2-TZVPD basis set",
  "species": ["C", "C", "C", "C", "C", "C", "C", "C", "C", "C", "P", "C", "C", "C", "C", "C", "C", "O", "C", "C", "C", "C", "C", "C", "C", "S", "C", "S", "N", "C", "C", "C", "C", "C", "C", "C", "I", "C", "C", "I", "C", "O", "H", "H", "H", "H", "H", "H", "H", "H", "H", "H", "H", "H", "H", "H", "H", "H", "H", "H", "H", "H", "H", "H", "H", "H", "H", "H", "H", "H", "H", "H", "H", "H", "H", "H", "H", "H", "H", "H", "H", "H", "H", "H", "H", "H", "C", "C", "C", "C", "C", "C", "H", "H", "H", "H", "H", "H", "H", "H", "H", "H", "H", "H", "H", "H", "C", "C", "C", "C", "C", "C", "H", "H", "H", "H", "H", "H", "H", "H", "H", "H", "H", "H", "H", "H", "C", "C", "C", "C", "C", "C", "H", "H", "H", "H", "H", "H", "H", "H", "H", "H", "H", "H", "H", "H"],
  "coordinates": [[-1.9188, 1.3616, 6.3559], [-0.5719, 1.4863, 5.6613], [0.0105, 2.9144, 5.4910], [-0.7103, 4.0555, 6.1993], [-1.8716, 4.7609, 5.4807], [-1.4556, 5.8871, 4.4800], [-0.0273, 5.8223, 4.0612], [0.9732, 6.3039, 4.8918], [2.3167, 6.1995, 4.5863], [2.7537, 5.6051, 3.4056], [4.5414, 5.4671, 3.0703], [4.7899, 3.7016, 2.5807], [5.3354, 5.5711, 4.7355], [5.4220, 7.0485, 5.1722], [1.7520, 5.1690, 2.5238], [0.3923, 5.2824, 2.8316], [-0.5675, 4.8442, 1.7555], [-1.5933, 5.4291, 1.5193], [-0.1392, 3.6878, 0.9158], [1.2245, 3.5308, 0.6835], [1.7421, 2.4737, -0.0346], [0.8791, 1.5215, -0.5541], [1.3819, 0.3152, -1.2906], [2.0795, -0.7189, -0.3946], [1.4347, -0.8824, 0.9821], [1.0415, -2.6526, 1.2426], [0.9808, -2.7799, 2.9746], [1.5014, -4.1606, 3.6509], [0.4307, -1.6596, 3.6713], [1.3437, -1.2742, 4.7864], [1.1670, 0.1876, 5.1649], [-0.8794, -2.0209, 4.2415], [-2.0324, -1.8138, 3.2544], [-0.4895, 1.7035, -0.3793], [-1.0296, 2.7739, 0.3254], [-2.5081, 2.8840, 0.3670], [-3.5508, 1.5347, 1.5861], [-3.1296, 3.7704, -0.4035], [-2.4432, 4.7096, -1.3388], [-5.2280, 3.9608, -0.4741], [2.1213, 4.5907, 1.2125], [3.0631, 4.9731, 0.5712], [-1.8168, 1.6643, 7.3941], [-2.7064, 1.9399, 5.8920], [-2.1977, 0.3120, 6.3972], [0.1587, 0.8785, 6.1881], [-0.6384, 1.0482, 4.6762], [0.1322, 3.1239, 4.4308], [1.0161, 2.8817, 5.9050], [0.0446, 4.8036, 6.4249], [-1.0748, 3.7338, 7.1686], [-2.4506, 5.2426, 6.2642], [-2.5626, 4.0754, 5.0025], [-1.6358, 6.8340, 4.9811], [-2.1125, 5.8901, 3.6282], [0.6861, 6.7348, 5.8401], [3.0237, 6.5663, 5.3096], [5.0271, 3.6760, 1.5272], [3.9173, 3.0897, 2.7959], [5.6372, 3.2848, 3.1175], [6.3298, 5.1481, 4.6706], [4.7704, 4.9944, 5.4648], [4.8493, 7.2357, 6.0722], [5.0146, 7.7057, 4.4080], [6.4518, 7.3449, 5.3261], [2.8095, 2.3993, -0.1746], [2.1063, 0.6624, -2.0247], [0.5695, -0.1206, -1.8620], [3.1305, -0.4709, -0.3248], [2.0137, -1.6723, -0.9125], [0.5095, -0.3334, 1.0884], [2.1401, -0.6159, 1.7588], [2.3742, -1.4344, 4.4979], [1.1483, -1.8784, 5.6692], [0.2438, 0.3313, 5.7176], [1.9715, 0.4687, 5.8389], [1.1889, 0.8391, 4.2997], [-0.9020, -3.0540, 4.5893], [-1.0704, -1.3980, 5.1065], [-2.4265, -0.8088, 3.3426], [-2.8282, -2.5050, 3.5153], [-1.7321, -2.0181, 2.2331], [-1.1571, 0.9708, -0.8077], [-2.6063, 4.3641, -2.3543], [-1.3882, 4.7826, -1.1234], [-2.8542, 5.7041, -1.2204], [1.2810, -0.2582, -8.4865], [0.9363, -1.3941, -7.5266], [0.7013, -0.9254, -6.0921], [1.9098, -0.2689, -5.4232], [3.1661, -1.1349, -5.3581], [2.9802, -2.4097, -4.5394], [2.2112, 0.2388, -8.2074], [1.4061, -0.6371, -9.5019], [0.4877, 0.4919, -8.5055], [1.7260, -2.1496, -7.5576], [0.0279, -1.8901, -7.8801], [0.3694, -1.7773, -5.4914], [-0.1292, -0.2122, -6.0836], [1.6262, 0.0181, -4.4052], [2.1496, 0.6650, -5.9392], [3.9701, -0.5443, -4.9106], [3.5025, -1.3914, -6.3661], [2.6839, -2.1734, -3.5144], [3.9092, -2.9794, -4.4950], [2.2184, -3.0603, -4.9711], [-2.1528, -6.9795, 3.9981], [-0.6583, -7.2850, 3.9548], [-0.2238, -8.0197, 2.6885], [-0.8555, -9.3994, 2.4949], [-0.6127, -10.3847, 3.6369], [0.8620, -10.7136, 3.8516], [-2.7536, -7.8904, 3.9955], [-2.4063, -6.4247, 4.9031], [-2.4501, -6.3734, 3.1394], [-0.3750, -7.8571, 4.8428], [-0.1073, -6.3437, 4.0100], [0.8656, -8.1134, 2.6909], [-0.4679, -7.4012, 1.8190], [-0.4674, -9.8306, 1.5666], [-1.9333, -9.2906, 2.3442], [-1.1507, -11.3101, 3.4148], [-1.0412, -9.9997, 4.5662], [1.3006, -11.1391, 2.9467], [0.9819, -11.4414, 4.6553], [1.4378, -9.8280, 4.1239], [-5.5244, -1.4419, -11.9215], [-5.0966, -0.2530, -11.0657], [-3.5922, 0.0110, -11.1001], [-2.7266, -1.1274, -10.5579], [-3.0319, -1.5396, -9.1190], [-2.7968, -0.4223, -8.1067], [-5.0767, -2.3734, -11.5725], [-6.6074, -1.5691, -11.8904], [-5.2348, -1.2948, -12.9639], [-5.4313, -0.4034, -10.0358], [-5.6117, 0.6420, -11.4242], [-3.3808, 0.9276, -10.5423], [-3.2909, 0.2132, -12.1326], [-1.6762, -0.8253, -10.6244], [-2.8256, -2.0028, -11.2059], [-2.3927, -2.3887, -8.8610], [-4.0612, -1.8987, -9.0366], [-1.7608, -0.0797, -8.1451], [-2.9968, -0.7755, -7.0938], [-3.4465, 0.4346, -8.2896]],
  "forces_ev_per_a": [[0.3, 0.2, 0.3], [-5.4, 5.2, 1.3], [-0.2, -0.4, 0.3], [-0.2, 0.2, -0.1], [0.3, 0.2, 0.1], [-0.3, -0.2, 0.6], [0.3, 0.2, -1.1], [0.0, 0.0, 0.1], [-0.1, -0.1, 0.0], [-0.1, -0.2, 0.4], [0.8, 0.4, -0.8], [-0.1, 0.2, 0.3], [-0.8, 0.3, 0.2], [0.0, -0.2, -0.2], [0.3, 0.1, 0.3], [-0.1, -0.1, 0.2], [0.4, -0.1, 0.0], [-0.5, 0.3, 0.1], [-0.2, -0.5, -0.1], [-0.1, 0.1, 0.3], [-0.1, -0.1, -0.1], [-0.3, 0.0, 0.0], [0.3, 0.4, -0.1], [-0.7, -0.2, -0.3], [-0.1, -0.5, 0.1], [0.2, 0.1, -0.2], [-0.1, 0.0, -0.2], [0.0, -0.1, 0.2], [0.7, -0.3, 0.8], [0.6, 0.6, -0.4], [4.6, -5.0, -1.9], [-0.8, 0.1, -0.7], [0.1, -0.2, 0.5], [0.2, 0.0, 0.1], [0.3, -0.1, 0.2], [-0.4, 0.3, 0.0], [0.4, 0.0, 0.0], [-0.4, -0.2, 0.1], [-0.1, 0.0, 0.2], [0.3, 0.0, 0.0], [-0.6, -0.1, 0.0], [0.8, 0.1, -0.2], [-0.2, 0.2, 0.2], [-0.3, 0.0, -0.1], [-0.3, -0.2, -0.2], [-3.1, 7.7, 6.0], [-0.7, 0.1, 0.0], [0.0, 0.1, -0.1], [0.3, 0.1, -0.1], [0.0, 0.1, 0.2], [0.0, -0.3, 0.2], [-0.2, 0.1, 0.1], [0.1, -0.3, -0.2], [0.2, 0.2, 0.1], [-0.1, -0.1, -0.3], [0.0, 0.2, 0.1], [0.1, 0.0, 0.1], [-0.1, -0.1, -0.3], [-0.1, -0.2, -0.1], [0.1, 0.0, 0.2], [0.1, -0.2, -0.2], [0.1, -0.2, 0.2], [0.1, 0.0, 0.3], [0.0, 0.1, -0.1], [0.2, 0.1, 0.2], [0.2, 0.0, -0.1], [0.1, 0.0, -0.2], [-0.2, -0.2, 0.1], [0.2, 0.0, 0.3], [0.3, -0.1, -0.2], [0.0, 0.3, 0.1], [-0.1, 0.2, 0.2], [0.2, -0.5, -0.3], [0.1, -0.4, 0.1], [3.4, -8.2, -5.6], [0.4, 0.1, 0.2], [0.0, 0.1, -0.1], [0.4, -0.2, 0.1], [0.2, 0.2, 0.2], [0.0, 0.2, -0.2], [-0.2, -0.1, -0.1], [0.1, 0.0, -0.2], [-0.2, -0.1, 0.0], [0.0, 0.1, -0.3], [0.3, -0.1, -0.1], [-0.2, 0.2, -0.1], [0.0, -0.1, 0.0], [-0.1, 0.1, -0.1], [0.0, -0.1, 0.0], [0.0, 0.1, 0.0], [0.0, 0.0, 0.1], [0.1, 0.0, -0.1], [0.0, 0.0, 0.0], [0.0, 0.0, 0.0], [0.0, 0.0, 0.0], [0.0, 0.0, 0.0], [0.0, 0.0, 0.0], [0.0, 0.0, 0.0], [0.0, 0.0, 0.0], [0.0, 0.0, 0.0], [0.0, 0.0, 0.0], [0.0, 0.0, 0.0], [0.0, 0.0, 0.0], [0.0, 0.0, 0.0], [0.0, 0.0, 0.0], [0.0, 0.0, 0.0], [0.1, 0.0, 0.1], [-0.1, 0.1, -0.1], [0.0, 0.0, 0.0], [-0.1, 0.0, 0.0], [0.1, -0.1, -0.1], [-0.1, 0.0, 0.1], [0.0, 0.0, 0.0], [0.0, 0.0, 0.0], [0.0, 0.0, 0.0], [0.0, 0.0, 0.0], [0.0, 0.0, 0.0], [0.0, 0.0, 0.0], [0.0, 0.0, 0.0], [0.0, 0.0, 0.0], [0.0, 0.0, 0.0], [0.0, 0.0, 0.0], [0.0, 0.0, 0.0], [0.0, 0.0, 0.0], [0.0, 0.0, 0.0], [0.0, 0.0, 0.0], [-0.1, 0.0, 0.1], [0.0, 0.0, -0.1], [0.0, 0.0, 0.1], [0.0, 0.0, 0.0], [0.1, 0.1, 0.0], [-0.1, -0.1, 0.0], [0.0, 0.0, 0.0], [0.0, 0.0, 0.0], [0.0, 0.0, 0.0], [0.0, 0.0, 0.0], [0.0, 0.0, 0.0], [0.0, 0.0, 0.0], [0.0, 0.0, 0.0], [0.0, 0.0, 0.0], [0.0, 0.0, 0.0], [0.0, 0.0, 0.0], [0.0, 0.0, 0.0], [0.0, 0.0, 0.0], [0.0, 0.0, 0.0], [0.0, 0.0, 0.0]],
  "mulliken_charge": [-1.811, 0.246, 0.715, -1.425, -0.726, -1.346, 0.802, -0.944, -0.289, 0.917, -0.013, -0.878, -0.638, -1.233, 0.231, 0.121, -0.020, -0.641, 0.271, 0.788, -0.881, 0.329, -1.062, -1.214, -0.001, -0.244, -0.080, -0.194, 0.494, -1.183, -0.855, -0.686, -0.996, -0.005, 0.646, -1.217, 0.262, 0.046, -1.340, 0.040, -0.843, -0.514, 0.387, 0.265, 0.472, -0.216, 0.338, -0.448, 0.405, 0.461, 0.725, 0.372, 0.404, 0.429, 0.402, 0.559, 0.223, 0.297, 0.138, 0.523, 0.443, 0.443, 0.341, 0.390, 0.342, 0.650, 0.398, 0.297, 0.326, 0.482, 0.145, 0.247, 0.666, 0.366, 0.136, 0.478, 0.227, 0.632, 0.267, -0.017, 0.397, 0.302, 0.554, 0.415, 0.185, 0.468, -1.278, -0.333, -0.641, -0.093, -0.549, -0.809, 0.408, 0.371, 0.232, 0.426, 0.091, 0.339, 0.380, -0.203, 0.385, 0.420, 0.279, -0.075, 0.408, 0.302, -1.300, 0.523, -0.596, -0.771, -0.351, -1.173, 0.365, 0.384, 0.263, 0.280, -0.498, 0.293, 0.372, 0.375, 0.308, 0.375, 0.229, 0.293, 0.374, 0.274, -1.193, -0.393, -0.713, -0.579, -0.476, -0.957, 0.283, 0.378, 0.292, 0.239, 0.383, 0.307, 0.382, 0.256, 0.337, 0.352, 0.346, -0.017, 0.365, 0.384],
  "energy_ev": -108058.6801,
  "fmax_ha_per_bohr": 0.2038,
  "e_homo_ev": -8.04,
  "e_above_lowest_ev": 5.349,
  "lumo_energy_ev": -0.78
}